# C30H44ClN4O5Si2Sr

A structure of composition C30H44ClN4O5Si2Sr (wB97M-V/def2-TZVPD, the Open Molecules 2025 dataset).

```
87
Properties=species:S:1:pos:R:3:mulliken_charge:R:1
Sr 1.06 -0.21 1.70 1.86
C 2.58 1.15 6.73 -1.21
Si 1.76 0.96 5.04 0.22
C -0.09 1.05 5.36 -1.05
C 2.22 2.51 4.06 -1.04
C 2.23 -0.51 4.07 0.20
C 3.57 -0.38 3.42 0.14
C 4.77 -0.43 4.16 -0.38
C 5.99 -0.30 3.54 -0.61
C 6.04 -0.11 2.16 -0.66
C 4.84 -0.07 1.49 -0.60
N 3.65 -0.19 2.08 0.06
Si 1.89 -2.21 4.64 0.11
C 2.73 -2.75 6.25 -1.20
C 2.47 -3.44 3.32 -0.99
C 0.05 -2.52 4.90 -1.01
H 2.19 2.05 7.24 0.38
H 3.66 1.26 6.65 0.30
H 2.38 0.29 7.38 0.31
H -0.34 2.02 5.80 0.37
H -0.43 0.28 6.05 0.30
H -0.68 0.96 4.44 0.28
H 2.05 3.41 4.67 0.37
H 1.61 2.63 3.16 0.26
H 3.27 2.51 3.76 0.28
H 4.71 -0.58 5.23 0.38
H 6.90 -0.34 4.13 0.41
H 6.97 0.00 1.63 0.39
H 4.81 0.07 0.41 0.47
H 3.82 -2.74 6.15 0.30
H 2.42 -3.76 6.52 0.38
H 2.47 -2.09 7.08 0.32
H 3.51 -3.28 3.05 0.29
H 1.87 -3.36 2.40 0.20
H 2.37 -4.46 3.68 0.37
H -0.35 -1.98 5.75 0.30
H -0.12 -3.59 5.08 0.37
H -0.54 -2.25 4.02 0.22
O -2.55 -1.65 -0.04 -0.66
C -1.66 -1.08 0.59 0.49
O -0.54 -1.62 0.97 -0.88
C -1.83 0.46 0.96 0.79
O -2.95 0.94 0.97 -0.72
O -0.72 1.07 1.21 -1.01
C -1.06 2.01 -5.26 -1.65
C -0.95 0.61 -5.87 2.51
C -1.86 0.60 -7.12 -2.02
C 0.48 0.39 -6.37 -1.95
C -1.38 -0.55 -4.90 1.85
O -1.59 -1.73 -5.71 -0.74
C -2.69 -0.29 -4.15 -1.76
C -2.72 0.51 -2.84 1.03
C -4.14 0.97 -2.60 -0.77
C -5.09 0.09 -2.10 0.02
C -6.41 0.47 -1.95 -0.93
C -6.78 1.76 -2.30 0.48
Cl -8.44 2.26 -2.11 -0.25
C -5.85 2.67 -2.78 -0.91
C -4.53 2.26 -2.92 0.02
C -0.27 -1.13 -4.00 -2.24
N 0.37 -0.35 -2.95 1.05
C 0.54 -0.74 -1.69 -0.36
N 1.41 0.04 -1.07 -0.10
C 1.75 0.92 -2.04 -0.57
N 1.15 0.74 -3.19 -0.86
H -0.70 2.74 -5.99 0.58
H -0.47 2.12 -4.35 0.20
H -2.10 2.26 -5.04 0.25
H -1.63 1.48 -7.72 0.47
H -2.92 0.66 -6.86 0.36
H -1.69 -0.27 -7.74 0.46
H 0.70 1.10 -7.17 0.51
H 0.61 -0.62 -6.77 0.36
H 1.21 0.55 -5.57 0.26
H -2.44 -1.65 -6.14 0.53
H -3.12 -1.27 -3.93 0.51
H -3.38 0.18 -4.85 0.28
H -2.06 1.37 -2.87 0.68
H -2.41 -0.12 -2.00 -0.72
H -4.77 -0.90 -1.79 0.39
H -7.15 -0.21 -1.55 0.39
H -6.16 3.68 -3.02 0.40
H -3.80 2.97 -3.29 0.33
H 0.51 -1.52 -4.64 0.52
H -0.72 -1.98 -3.49 0.24
H 0.03 -1.59 -1.26 0.63
H 2.45 1.73 -1.90 0.44
```

- Total charge: -1
- Strongest force on any atom: 1.22 eV Å⁻¹
- Total energy: -77143.409 eV

# C3H4N2O2

The molecule C3H4N2O2 (wB97M-V/def2-TZVPD, the Open Molecules 2025 dataset).

```
11
Properties=species:S:1:pos:R:3:nbo_charge:R:1
N 0.67 -1.39 0.05 -0.76
C -0.38 -0.56 0.77 -0.14
C -0.81 -0.54 -0.58 0.34
O -0.64 0.62 -1.21 -0.47
C -0.14 1.55 -0.23 0.85
O 0.00 2.71 -0.48 -0.57
N 0.07 0.81 0.89 -0.65
H 1.47 -0.90 -0.33 0.38
H 0.90 -2.28 0.48 0.40
H -1.34 -1.30 -1.14 0.21
H 0.20 1.28 1.77 0.42
```

- Strongest force on any atom: 0.59 eV Å⁻¹
- Total energy: -10248.187 eV

# C17H27N3O3S

The molecule C17H27N3O3S (wB97M-V/def2-TZVPD, the Open Molecules 2025 dataset).

```
51
Properties=species:S:1:pos:R:3:nbo_charge:R:1
C -4.81 -2.19 -1.63 -0.60
C -4.26 -1.38 -0.46 -0.22
C -4.28 -2.22 0.82 -0.62
C -5.07 -0.09 -0.30 -0.38
C -4.53 0.86 0.78 -0.42
C -3.10 1.25 0.54 -0.26
C -2.72 2.05 -0.49 0.54
O -3.61 2.56 -1.36 -0.66
N -1.43 2.42 -0.72 -0.57
C -0.52 1.95 0.08 0.33
S 1.12 2.47 -0.31 0.29
C 2.00 2.28 1.28 -0.63
C 2.39 0.83 1.51 0.68
O 1.61 0.11 2.13 -0.66
N 3.56 0.37 1.04 -0.42
C 4.46 1.10 0.17 -0.22
C 4.14 0.84 -1.31 -0.43
C 4.87 -0.37 -1.91 -0.40
C 5.04 -1.57 -0.97 -0.41
C 3.85 -1.85 -0.05 -0.42
C 3.87 -1.03 1.24 -0.22
N -0.78 1.15 1.11 -0.62
C -2.09 0.74 1.43 0.64
O -2.26 0.03 2.40 -0.63
H -5.85 -2.47 -1.44 0.20
H -4.79 -1.60 -2.55 0.20
H -4.23 -3.09 -1.79 0.20
H -3.22 -1.12 -0.68 0.19
H -3.77 -1.72 1.63 0.24
H -3.79 -3.18 0.64 0.20
H -5.31 -2.42 1.12 0.19
H -6.10 -0.34 -0.06 0.20
H -5.07 0.44 -1.26 0.21
H -4.60 0.39 1.76 0.24
H -5.15 1.76 0.77 0.22
H -3.12 3.12 -1.99 0.50
H 2.84 2.97 1.24 0.24
H 1.32 2.59 2.08 0.26
H 4.39 2.17 0.38 0.21
H 5.48 0.78 0.40 0.21
H 4.40 1.72 -1.89 0.22
H 3.06 0.71 -1.40 0.22
H 5.86 -0.06 -2.25 0.20
H 4.31 -0.69 -2.79 0.21
H 5.24 -2.45 -1.58 0.22
H 5.93 -1.42 -0.35 0.19
H 2.92 -1.68 -0.58 0.21
H 3.88 -2.90 0.24 0.22
H 4.86 -1.10 1.71 0.19
H 3.13 -1.43 1.93 0.25
H -0.04 0.72 1.69 0.46
```

- SMILES string: CC(C)CCc1c(O)nc(SCC(=O)N2CCCCCC2)[nH]c1=O
- Strongest force on any atom: 0.80 eV Å⁻¹
- Total energy: -39517.114 eV

# C24H32As2KN5O2S3

A structure of composition C24H32As2KN5O2S3 (wB97M-V/def2-TZVPD, the Open Molecules 2025 dataset).

```
69
Properties=species:S:1:pos:R:3:nbo_charge:R:1
K -0.31 0.36 0.76 0.90
C 4.56 -0.24 -0.02 -0.96
As 2.99 0.92 0.05 0.86
C 3.54 1.97 1.61 -0.94
C 3.46 2.24 -1.32 -0.34
C 4.66 2.16 -2.03 -0.16
C 4.98 3.10 -3.00 -0.22
C 4.10 4.13 -3.29 -0.21
C 2.90 4.21 -2.60 -0.21
C 2.57 3.28 -1.62 -0.34
As 0.84 3.41 -0.70 0.85
C 0.85 5.32 -0.27 -0.94
C -0.32 3.47 -2.27 -0.94
H 5.49 0.32 0.12 0.22
H 4.59 -0.78 -0.97 0.23
H 4.46 -0.97 0.78 0.24
H 4.54 2.38 1.47 0.22
H 3.52 1.33 2.49 0.23
H 2.83 2.79 1.76 0.23
H 5.36 1.36 -1.82 0.20
H 5.91 3.01 -3.54 0.21
H 4.34 4.86 -4.05 0.22
H 2.22 5.02 -2.83 0.21
H 1.03 5.93 -1.16 0.22
H 1.62 5.52 0.47 0.23
H -0.12 5.59 0.15 0.23
H 0.01 4.23 -2.97 0.22
H -1.34 3.70 -1.95 0.23
H -0.32 2.50 -2.76 0.24
O -3.62 -4.42 0.99 -0.71
C -4.52 -3.42 0.96 0.34
C -5.83 -3.72 1.32 -0.29
C -6.80 -2.74 1.33 -0.18
C -6.48 -1.43 0.98 -0.28
C -5.17 -1.13 0.62 -0.16
C -4.18 -2.10 0.60 -0.18
C -2.79 -1.67 0.23 0.62
O -2.58 -0.47 -0.06 -0.77
N -1.88 -2.65 0.29 -0.57
N -0.59 -2.25 -0.02 -0.34
C 0.27 -3.18 0.06 -0.10
S -0.13 -4.86 0.47 0.25
C 1.59 -5.42 0.53 -0.54
C 2.39 -4.61 -0.48 -0.53
S 1.99 -2.87 -0.22 0.24
H -2.75 -4.02 0.71 0.51
H -6.06 -4.74 1.59 0.22
H -7.81 -2.99 1.62 0.21
H -7.23 -0.65 0.99 0.21
H -4.88 -0.13 0.34 0.23
H 1.61 -6.48 0.29 0.23
H 1.99 -5.28 1.53 0.22
H 2.14 -4.90 -1.50 0.22
H 3.47 -4.73 -0.33 0.23
C -3.22 -2.95 4.09 -0.61
C -1.73 -2.87 3.79 -0.46
C -1.14 -1.54 4.10 0.09
N -0.51 -0.80 3.25 -0.31
N -0.07 0.40 3.77 -0.38
C -0.39 0.55 5.01 0.21
N -0.12 1.69 5.72 -0.80
S -1.27 -0.79 5.67 0.33
H -3.61 -3.92 3.78 0.23
H -3.77 -2.19 3.54 0.22
H -3.43 -2.82 5.16 0.20
H -1.54 -3.06 2.73 0.27
H -1.18 -3.64 4.35 0.22
H 0.56 2.29 5.28 0.40
H 0.01 1.58 6.72 0.39
```

- Strongest force on any atom: 0.17 eV Å⁻¹
- Total energy: -207461.705 eV

# C5H8N2

The molecule C5H8N2 (wB97M-V/def2-TZVPD, the Open Molecules 2025 dataset).

```
15
Properties=species:S:1:pos:R:3:nbo_charge:R:1
C -0.56 1.05 1.38 0.09
N -1.64 1.11 0.71 -0.37
C -1.40 0.52 -0.61 -0.10
N 0.07 0.54 -0.80 -0.43
C 0.64 -0.80 -1.07 -0.21
C 1.05 -0.97 0.41 -0.43
C 0.62 0.52 0.58 -0.12
H -0.51 1.47 2.39 0.20
H -1.78 -0.51 -0.59 0.17
H -1.93 1.07 -1.39 0.20
H -0.11 -1.49 -1.46 0.19
H 1.49 -0.76 -1.77 0.20
H 2.11 -1.15 0.58 0.21
H 0.47 -1.74 0.94 0.21
H 1.49 1.16 0.70 0.20
```

- SMILES string: C1=NCN2CC[C@H]12
- Strongest force on any atom: 0.49 eV Å⁻¹
- Total energy: -8293.116 eV

Values for ΔE to the lowest compared entry with this formula, charge and spin, kcal/mol, ordered as above
15.2; 94.0; 0.0; 0.0; 43.4